1.
This record from the Open Molecules 2025 dataset describes one molecule with the formula C21H30N4O4S at a distorted geometry. The level of theory is ωB97M-V/def2-TZVPD.

Structure (XYZ):
```
60
Properties=species:S:1:pos:R:3:mulliken_charge:R:1
C 7.012 3.450 0.214 -1.426
C 6.354 2.103 0.473 -0.267
O 5.192 2.033 -0.328 -0.391
C 4.433 0.904 -0.289 0.684
C 4.688 -0.210 0.502 -0.346
C 3.847 -1.309 0.461 -0.796
C 2.736 -1.317 -0.371 0.191
N 1.855 -2.399 -0.470 0.061
C 1.815 -3.531 0.268 0.631
O 2.575 -3.824 1.167 -0.668
C 0.664 -4.454 -0.142 -1.073
C -0.653 -4.043 0.518 -0.546
N -1.253 -2.882 -0.100 0.773
N -0.812 -2.378 -1.261 -0.933
C -1.602 -1.363 -1.570 0.654
C -1.404 -0.540 -2.790 -1.516
C -2.590 -1.217 -0.576 0.623
S -3.906 -0.050 -0.451 1.506
O -5.066 -0.712 0.074 -0.782
O -4.044 0.634 -1.708 -0.716
N -3.310 0.930 0.774 0.153
C -4.322 1.633 1.537 -0.987
C -4.836 2.869 0.801 -0.405
C -3.665 3.789 0.460 -0.814
C -2.644 3.022 -0.377 -0.536
C -2.198 1.766 0.372 -0.609
C -2.334 -2.216 0.350 -0.471
C -3.052 -2.549 1.600 -1.741
C 2.480 -0.199 -1.165 -0.294
C 3.313 0.896 -1.124 -0.780
H 6.327 4.253 0.470 0.326
H 7.913 3.543 0.815 0.417
H 7.273 3.539 -0.837 0.324
H 7.043 1.288 0.210 0.368
H 6.088 2.009 1.535 0.356
H 5.543 -0.240 1.159 0.383
H 4.054 -2.167 1.080 0.501
H 1.078 -2.270 -1.120 0.167
H 0.544 -4.462 -1.224 0.352
H 0.917 -5.457 0.203 0.436
H -0.482 -3.824 1.577 0.416
H -1.364 -4.874 0.451 0.330
H -0.663 0.239 -2.606 0.190
H -1.050 -1.162 -3.608 0.475
H -2.343 -0.063 -3.056 0.444
H -5.129 0.920 1.711 0.424
H -3.877 1.916 2.498 0.420
H -5.568 3.389 1.422 0.397
H -5.326 2.546 -0.120 0.285
H -4.019 4.662 -0.090 0.381
H -3.195 4.138 1.384 0.307
H -1.775 3.645 -0.593 0.425
H -3.103 2.719 -1.320 0.271
H -1.547 1.153 -0.254 0.067
H -1.649 2.041 1.280 0.455
H -3.251 -3.618 1.660 0.456
H -2.462 -2.260 2.470 0.312
H -3.993 -2.006 1.609 0.382
H 1.620 -0.199 -1.819 0.325
H 3.123 1.763 -1.736 0.428
```

## Properties
ΔE to the lowest compared entry with this formula, charge and spin ... 2.717 eV
Highest occupied orbital energy ... -7.823 eV
Gap between HOMO and LUMO ... 8.42 eV

=====

2.
This record from the Open Molecules 2025 dataset describes C21H30N5O2PdS3 as an isolated structure at a distorted geometry. The level of theory is ωB97M-V/def2-TZVPD.

Structure (XYZ):
```
62
Properties=species:S:1:pos:R:3:mulliken_charge:R:1
Pd -0.644 0.837 0.274 -0.521
C -4.289 2.633 -3.476 -0.865
S -4.852 1.472 -2.229 0.203
C -3.414 1.103 -1.307 0.400
S -1.880 1.893 -1.559 -0.060
N -3.594 0.187 -0.411 -1.269
N -2.655 -0.290 0.347 1.383
C -2.961 -1.039 1.399 -1.634
C -2.001 -1.769 2.087 1.602
C -2.254 -2.476 3.273 -0.888
C -1.239 -3.064 3.977 -0.565
C 0.105 -2.859 3.550 -1.013
C 0.378 -2.213 2.405 -0.172
N -0.669 -1.824 1.495 2.168
H -5.183 3.101 -3.880 0.380
H -3.780 2.102 -4.277 0.361
H -3.637 3.386 -3.043 0.313
H -3.994 -1.072 1.733 0.499
H -3.271 -2.495 3.633 0.506
H -1.430 -3.611 4.884 0.501
H 0.912 -3.194 4.182 0.546
H 1.373 -1.979 2.065 0.833
C -0.720 -2.802 0.250 -1.069
N 0.443 -2.839 -0.526 0.477
C 1.410 -3.912 -0.312 -1.019
C 0.794 -1.711 -1.287 0.262
O 0.741 -0.571 -0.755 -0.695
N 1.176 -1.897 -2.538 0.130
C 1.697 -0.796 -3.320 -1.039
C 1.051 -3.156 -3.238 -1.065
H -0.931 -3.792 0.661 0.451
H -1.576 -2.437 -0.330 0.415
H -0.481 -0.847 1.067 -0.439
H 1.660 -3.999 0.745 0.408
H 2.322 -3.693 -0.859 0.391
H 1.019 -4.872 -0.650 0.357
H 2.013 0.012 -2.664 0.321
H 0.932 -0.423 -4.004 0.331
H 2.545 -1.143 -3.910 0.394
H 0.386 -3.831 -2.709 0.376
H 2.021 -3.636 -3.375 0.356
H 0.638 -2.968 -4.230 0.396
C 2.906 4.251 -1.942 -1.674
C 2.334 3.509 -0.794 0.456
C 0.971 3.570 -0.481 -0.643
C 0.447 2.908 0.635 -0.896
C 1.326 2.152 1.438 1.180
C 2.682 2.080 1.136 -0.751
C 3.180 2.771 0.047 -0.658
S 0.742 1.340 2.963 0.446
C 0.368 2.798 3.968 -1.128
O -0.603 0.812 2.490 -0.448
H 2.164 4.503 -2.694 0.410
H 3.726 3.700 -2.400 0.433
H 3.336 5.189 -1.583 0.370
H 0.319 4.207 -1.064 0.660
H -0.554 3.194 0.995 0.533
H 3.350 1.517 1.771 0.515
H 4.241 2.757 -0.151 0.494
H -0.477 3.338 3.553 0.346
H 1.253 3.425 4.002 0.458
H 0.131 2.462 4.974 0.451
```

## Properties
ΔE to the lowest compared entry with this formula, charge and spin ... 2.159 eV
Highest occupied orbital energy (spin up / spin down) ... -17.241 / -17.229 eV
Gap between HOMO and LUMO (spin up / spin down) ... 5.50 / 5.47 eV
Net charge ... +3

=====

3.
This record from the Open Molecules 2025 dataset describes C21H30N7O7P2STi as an isolated structure. The level of theory is ωB97M-V/def2-TZVPD.

Structure (XYZ):
```
69
Properties=species:S:1:pos:R:3:mulliken_charge:R:1
Ti -0.329 0.576 -0.214 0.007
C 0.468 3.639 1.233 -0.571
C 0.498 3.730 -0.284 -1.248
N -0.463 2.774 -0.856 0.017
C -1.877 3.211 -0.710 -0.870
C -2.495 2.737 0.602 -0.804
N -2.004 1.411 1.064 0.197
C -1.805 1.386 2.519 -0.691
C -0.477 2.066 2.888 -0.894
N 0.372 2.233 1.694 -0.280
H -0.382 4.192 1.627 0.390
H 1.358 4.124 1.638 0.467
H 1.484 3.483 -0.667 0.471
H 0.262 4.749 -0.602 0.521
H -0.276 2.710 -1.855 0.345
H -2.430 2.813 -1.550 0.194
H -1.937 4.302 -0.761 0.591
H -3.581 2.712 0.494 0.510
H -2.289 3.455 1.395 0.435
H -2.687 0.677 0.859 0.379
H -1.804 0.344 2.826 0.229
H -2.646 1.866 3.025 0.622
H 0.044 1.456 3.625 0.522
H -0.652 3.032 3.365 0.426
H 1.313 1.920 1.892 0.415
C -4.152 -2.778 -0.835 -0.513
C -3.171 -3.745 -0.723 -0.597
C -2.073 -3.492 0.086 -0.671
C -1.996 -2.272 0.739 0.338
N -2.931 -1.325 0.622 -0.283
C -3.985 -1.586 -0.148 -0.455
C -0.847 -2.009 1.647 0.409
C -0.531 -2.981 2.590 -0.540
C 0.559 -2.815 3.422 -0.723
C 1.332 -1.678 3.271 -1.257
C 0.965 -0.755 2.314 -0.685
N -0.120 -0.878 1.532 1.537
H -5.016 -2.916 -1.468 0.416
H -3.248 -4.677 -1.267 0.437
H -1.271 -4.211 0.182 0.457
H -4.723 -0.799 -0.245 0.363
H -1.158 -3.858 2.658 0.635
H 0.808 -3.566 4.161 0.450
H 2.217 -1.503 3.865 0.498
H 1.593 0.102 2.130 0.396
O -2.024 1.109 -3.833 -0.562
P -2.437 0.050 -2.712 0.935
O -3.869 -0.229 -2.672 -0.748
O -1.789 0.654 -1.440 0.283
O -1.557 -1.251 -2.992 -0.505
P 0.004 -1.424 -2.580 0.944
O 0.643 -0.087 -3.171 -0.631
O 0.523 -2.692 -3.067 -0.797
O -0.058 -1.106 -1.051 -0.076
H -2.681 1.162 -4.537 0.357
H 1.024 -0.192 -4.051 0.366
C 6.705 -0.623 -0.777 -1.224
C 5.268 -0.908 -1.076 0.896
C 4.857 -2.069 -1.728 -0.964
C 3.503 -2.227 -1.948 -0.287
N 2.618 -1.314 -1.554 0.124
C 3.102 -0.251 -0.945 0.360
S 2.020 1.054 -0.383 -0.406
N 4.377 0.007 -0.683 -0.508
H 7.366 -1.325 -1.281 0.356
H 6.877 -0.691 0.298 0.281
H 6.952 0.393 -1.082 0.329
H 5.572 -2.809 -2.056 0.354
H 3.088 -3.089 -2.461 0.535
```

## Properties
ΔE to the lowest compared entry with this formula, charge and spin ... 0.445 eV
Highest occupied orbital energy ... -11.233 eV
Gap between HOMO and LUMO ... 7.65 eV
Net charge ... +1

=====

4.
This record from the Open Molecules 2025 dataset describes an isolated ion of composition C21H30NO and charge +1. The level of theory is ωB97M-V/def2-TZVPD.

Structure (XYZ):
```
53
Properties=species:S:1:pos:R:3:mulliken_charge:R:1
C -1.985 2.779 -0.516 -1.467
C -1.005 2.147 -1.499 0.432
C -0.369 3.199 -2.410 -0.062
C -1.266 3.626 -3.559 -1.494
N 0.940 2.700 -2.958 -0.038
C 0.911 1.505 -3.836 -0.507
C 2.243 0.767 -3.593 -0.866
O 2.512 0.774 -2.214 -0.629
C 1.834 -0.117 -1.375 0.583
C 1.009 -1.143 -1.797 -0.615
C 0.359 -1.929 -0.855 -0.525
C 0.506 -1.704 0.504 -0.505
C -0.181 -2.533 1.573 2.715
C 0.894 -3.438 2.192 -2.143
C -1.303 -3.422 1.020 -2.139
C -0.815 -1.579 2.576 -0.514
C -1.582 -0.523 2.091 0.288
C -2.208 0.358 2.953 -0.793
C -2.080 0.197 4.322 -0.468
C -1.325 -0.851 4.815 -0.848
C -0.699 -1.734 3.950 -0.144
C 1.356 -0.674 0.907 -0.103
C 2.010 0.114 -0.015 -0.735
H -2.403 2.010 0.127 0.253
H -2.805 3.268 -1.035 0.372
H -1.485 3.510 0.114 0.392
H -1.538 1.401 -2.091 0.258
H -0.227 1.635 -0.926 -0.265
H -0.118 4.075 -1.802 0.440
H -2.166 4.086 -3.163 0.452
H -0.774 4.361 -4.192 0.413
H -1.566 2.777 -4.167 0.332
H 1.557 2.384 -2.172 0.458
H 1.416 3.470 -3.439 0.467
H 0.082 0.871 -3.523 0.309
H 0.789 1.779 -4.882 0.534
H 3.075 1.309 -4.053 0.444
H 2.216 -0.241 -4.013 0.361
H 0.862 -1.365 -2.843 0.413
H -0.274 -2.724 -1.213 0.441
H 1.650 -2.855 2.711 0.462
H 1.383 -4.008 1.405 0.405
H 0.447 -4.143 2.889 0.507
H -1.815 -3.904 1.849 0.427
H -2.035 -2.836 0.469 0.447
H -0.904 -4.200 0.373 0.457
H -1.688 -0.393 1.022 0.310
H -2.802 1.170 2.560 0.363
H -2.568 0.883 4.998 0.421
H -1.223 -0.989 5.881 0.401
H -0.121 -2.544 4.363 0.369
H 1.493 -0.478 1.959 0.479
H 2.672 0.906 0.300 0.456
```

## Properties
ΔE to the lowest compared entry with this formula, charge and spin ... 0.520 eV
Highest occupied orbital energy ... -11.088 eV
Gap between HOMO and LUMO ... 8.39 eV
Net charge ... +1